Entry 1:
ORCA calculation (wB97M-V/def2-TZVPD) on a structure of composition C35H55MoN8SSeSi2.

Atoms and positions in Å:
Mo  -0.123  0.068  -0.014
C  -3.820  1.458  -0.682
Si  -3.626  -0.294  -0.078
C  -4.503  -0.491  1.558
C  -4.432  -1.369  -1.390
N  -1.908  -0.717  0.236
C  -1.612  -1.852  0.992
C  -2.325  -3.058  0.927
C  -1.989  -4.121  1.735
C  -0.916  -4.004  2.624
C  -0.186  -2.834  2.684
C  -0.511  -1.727  1.881
N  0.130  -0.475  1.929
Si  0.451  0.061  3.628
C  1.015  1.828  3.879
C  1.869  -0.897  4.415
C  -1.144  -0.200  4.566
H  -4.899  1.629  -0.759
H  -3.407  1.611  -1.681
H  -3.423  2.217  -0.011
H  -5.569  -0.287  1.431
H  -4.118  0.213  2.299
H  -4.403  -1.496  1.971
H  -5.506  -1.386  -1.183
H  -4.096  -2.404  -1.440
H  -4.304  -0.934  -2.383
H  -3.150  -3.151  0.236
H  -2.556  -5.041  1.682
H  -0.657  -4.831  3.273
H  0.656  -2.770  3.357
H  0.658  2.565  3.171
H  2.104  1.888  3.928
H  0.635  2.119  4.863
H  2.763  -0.876  3.786
H  1.673  -1.929  4.700
H  2.122  -0.360  5.334
H  -1.939  0.406  4.124
H  -1.018  0.126  5.601
H  -1.479  -1.237  4.578
C  2.414  1.804  0.933
N  2.381  0.705  -0.052
C  3.143  -0.410  0.541
C  3.153  1.210  -1.224
C  3.149  0.374  -2.491
N  2.015  0.634  -3.360
C  2.159  1.917  -4.035
C  1.883  -0.419  -4.355
H  1.962  2.701  0.523
H  3.450  2.033  1.214
H  1.867  1.518  1.824
H  4.118  -0.048  0.890
H  3.294  -1.193  -0.193
H  2.590  -0.827  1.381
H  4.192  1.321  -0.886
H  2.793  2.215  -1.447
H  3.147  -0.685  -2.234
H  4.092  0.576  -3.029
H  3.110  1.981  -4.590
H  2.119  2.747  -3.330
H  1.344  2.049  -4.745
H  2.760  -0.476  -5.021
H  1.006  -0.231  -4.977
H  1.758  -1.382  -3.859
C  -0.540  2.170  -0.087
C  -0.896  2.972  1.125
C  -0.323  4.221  1.358
C  -0.714  5.001  2.438
C  -1.702  4.553  3.302
C  -2.286  3.313  3.082
C  -1.879  2.530  2.014
H  0.261  2.658  -0.651
H  -1.424  2.174  -0.730
H  0.431  4.598  0.674
H  -0.252  5.967  2.597
H  -2.013  5.163  4.139
H  -3.054  2.950  3.754
H  -2.315  1.549  1.870
Se  -1.316  -1.554  -2.829
N  -0.820  0.094  -2.298
C  -1.250  0.942  -3.231
C  -1.030  2.354  -3.271
C  -1.566  3.076  -4.285
C  -2.335  2.476  -5.335
C  -2.537  1.140  -5.365
C  -1.991  0.336  -4.315
N  -2.128  -0.977  -4.263
H  -0.431  2.833  -2.516
H  -1.398  4.145  -4.315
H  -2.740  3.106  -6.114
H  -3.093  0.651  -6.153
C  4.016  -3.659  -1.771
N  3.247  -4.062  -0.606
C  3.644  -5.006  0.327
C  2.662  -5.100  1.246
N  1.679  -4.213  0.861
C  2.031  -3.575  -0.271
S  1.126  -2.431  -1.136
H  4.680  -4.473  -2.049
H  4.607  -2.769  -1.553
H  3.334  -3.446  -2.590
H  4.580  -5.527  0.244
H  2.576  -5.715  2.122
H  0.803  -4.028  1.337

Computed properties:
- HOMO energy (alpha / beta): -10.1 / -10.4 eV
- Kohn-Sham gap (alpha / beta): 6.471 / 7.010 eV
- E: -142898.3993 eV
- Multiplicity: 3
- <S²>: 2.08
- Total charge: +1

***

Entry 2:
ORCA calculation (wB97M-V/def2-TZVPD) on a structure of composition C35H55N2O2P2Sr.

Atoms and positions in Å:
C  -1.678  1.965  -0.351
C  -2.108  -0.223  -1.098
C  -2.847  2.431  -0.948
C  -3.202  0.257  -1.858
C  -3.608  1.567  -1.740
H  -3.116  3.475  -0.806
H  -3.728  -0.467  -2.487
H  -4.504  1.924  -2.242
N  -1.305  0.668  -0.399
P  0.998  2.782  0.465
P  -1.157  -2.610  0.187
C  -0.834  3.015  0.412
H  -1.025  4.008  -0.026
H  -1.201  3.077  1.451
C  3.512  -0.758  1.820
O  4.513  -0.674  2.383
C  -1.889  -1.643  -1.090
H  -2.248  -2.156  -1.990
C  0.053  -3.833  -0.704
C  -2.687  -3.437  0.965
C  1.577  3.608  -1.159
C  1.446  3.779  2.026
C  1.470  -3.254  -0.480
H  1.689  -3.086  0.593
H  2.216  -3.977  -0.835
H  1.642  -2.326  -1.050
C  -0.035  -5.236  -0.085
H  0.166  -5.233  0.993
H  -1.009  -5.706  -0.262
H  0.723  -5.876  -0.562
C  -0.266  -3.916  -2.196
H  0.405  -4.656  -2.658
H  -1.293  -4.256  -2.379
H  -0.122  -2.958  -2.711
C  -2.249  -4.149  2.260
H  -1.697  -3.462  2.921
H  -3.137  -4.511  2.798
H  -1.604  -5.014  2.058
C  -3.687  -2.311  1.265
H  -3.237  -1.515  1.870
H  -4.050  -1.857  0.337
H  -4.553  -2.714  1.807
C  -3.330  -4.403  -0.045
H  -3.361  -3.975  -1.054
H  -2.837  -5.384  -0.089
H  -4.375  -4.579  0.257
C  2.982  3.749  2.162
H  3.261  4.189  3.131
H  3.362  2.715  2.131
H  3.478  4.331  1.373
C  0.821  3.074  3.247
H  -0.275  3.133  3.253
H  1.106  2.016  3.317
H  1.176  3.574  4.162
C  0.921  5.222  1.993
H  1.005  5.640  3.008
H  1.501  5.872  1.331
H  -0.137  5.280  1.707
C  0.802  2.966  -2.327
H  1.211  3.351  -3.274
H  0.918  1.873  -2.338
H  -0.267  3.210  -2.310
C  3.077  3.297  -1.327
H  3.257  2.213  -1.345
H  3.415  3.720  -2.285
H  3.684  3.740  -0.528
C  1.346  5.123  -1.173
H  0.325  5.409  -0.890
H  2.056  5.654  -0.527
H  1.516  5.491  -2.196
Sr  0.887  -0.315  0.700
N  2.675  -0.095  -1.489
C  2.616  -0.142  -2.670
C  2.136  -0.355  -4.003
C  3.010  -0.414  -5.105
C  0.751  -0.511  -4.206
C  2.508  -0.693  -6.381
H  4.079  -0.244  -4.951
C  0.252  -0.775  -5.480
H  0.059  -0.416  -3.363
C  1.132  -0.892  -6.567
H  3.187  -0.740  -7.236
H  -0.828  -0.878  -5.616
H  0.742  -1.140  -7.555
C  -0.145  -1.325  5.321
C  -1.261  -0.295  5.078
C  -1.229  0.032  3.589
O  0.037  -0.494  3.053
C  0.693  -1.379  4.047
H  0.473  -1.048  6.174
H  -0.567  -2.312  5.525
H  -1.072  0.615  5.661
H  -2.242  -0.677  5.375
H  -2.053  -0.449  3.046
H  -1.265  1.110  3.380
H  0.731  -2.390  3.615
H  1.718  -1.021  4.198

Computed properties:
- HOMO energy: -8.3 eV
- Kohn-Sham gap: 5.609 eV
- E: -63672.1019 eV
- Multiplicity: 1
- Energy relative to the best compared isomer or geometry (same formula, charge and spin): 0.0 kJ/mol
- Total charge: +1